(1)
10
Properties=species:S:1:pos:R:3 method="wB97M-V/def2-TZVPD" total_energy_ha=-856.71352 total_charge=0 relative_energy_kcal_mol=64.6 orbital_gap_ev=7.58 homo_energy_ev=-7.9
C 0.14090 -1.13192 -2.30691
C -0.13315 0.54583 0.41419
C 0.04732 0.50977 1.86633
P 0.96868 -1.29147 -0.82697
S -0.85502 1.60647 -0.50029
H 0.21400 -1.74305 -3.11427
H -0.59254 -0.29881 -2.20251
H 0.39381 -0.48475 2.23941
H 0.80283 1.29129 2.08963
H -0.98684 0.99664 2.34141

(2)
11
Properties=species:S:1:pos:R:3 method="wB97M-V/def2-TZVPD" total_energy_ha=-193.86617 s_squared=2.019 multiplicity=3 total_charge=0 relative_energy_kcal_mol=10.3 orbital_gap_ev="6.54 / 8.22" homo_energy_ev="-5.4 / -10.5"
C -2.31515 -0.51079 -1.22270
C -1.21950 -0.48829 -0.75318
C 0.71448 -1.38738 0.07497
C 0.06956 -0.24667 -0.15240
C 0.41685 1.13081 0.31053
H -3.16101 -0.97738 -1.76020
H 1.64966 -1.44456 0.42692
H 0.26469 -2.29654 -0.13762
H 1.00225 1.08655 1.26155
H -0.46383 1.70667 0.32551
H 1.21021 1.63645 -0.38299

(3)
77
Properties=species:S:1:pos:R:3 method="wB97M-V/def2-TZVPD" total_energy_ha=-3239.70140 s_squared=3.777 multiplicity=4 total_charge=+2 orbital_gap_ev="6.70 / 6.75" homo_energy_ev="-13.2 / -13.2"
Cr 0.62881 -0.84830 -0.85921
C 4.13513 5.10150 -2.74684
C 3.33306 3.98859 -2.18278
C 2.08557 4.29066 -1.73039
C 1.19908 3.32141 -1.19756
C 0.06055 3.87825 -0.60769
N -0.59777 3.60206 0.49242
C -0.26907 2.72784 1.60643
C -1.08918 1.46027 1.73756
C -2.55378 1.42701 1.29065
N -2.91362 1.82032 -0.08448
C -3.52993 1.20405 -1.06585
C -3.56107 -0.18167 -1.39450
C -4.57000 -0.61106 -2.23087
C -4.56152 -1.82713 -2.91523
C -5.75933 -2.21662 -3.75878
C -3.36512 -2.57225 -2.95339
C -2.25244 -2.11835 -2.18738
C -0.99535 -2.84377 -2.20801
N 0.14755 -2.61056 -1.68212
C 1.14878 -3.61929 -1.62350
C 2.44500 -3.24331 -2.38415
C 3.25977 -2.13903 -1.71393
N 2.55835 -0.85483 -1.62676
C 3.21615 0.22275 -1.87271
C 2.81328 1.61505 -1.75166
C 3.69533 2.65337 -2.18468
C 1.56693 1.97035 -1.16944
O 0.61121 1.07303 -0.93097
C -2.35051 -0.99419 -1.30809
O -1.37591 -0.61560 -0.55464
H 3.84507 5.99271 -2.27256
H 3.89569 5.12184 -3.82558
H 5.22293 4.93031 -2.65115
H 1.71449 5.32755 -1.91765
H -0.32244 4.80726 -1.00335
H -1.36971 4.21066 0.66888
H -0.45726 3.36974 2.48264
H 0.76956 2.46036 1.63309
H -1.06132 1.20407 2.82599
H -0.55798 0.78127 1.12907
H -3.21484 1.93950 1.95831
H -2.89673 0.39929 1.43949
H -3.13314 2.79374 -0.20597
H -4.18581 1.80986 -1.65308
H -5.42227 -0.01569 -2.37317
H -6.55581 -2.66395 -3.15782
H -5.47706 -2.96142 -4.50261
H -6.20239 -1.33274 -4.21774
H -3.29214 -3.45500 -3.53166
H -1.17140 -3.87995 -2.66501
H 0.87471 -4.60241 -2.01717
H 1.29539 -3.64455 -0.56731
H 2.22666 -3.09203 -3.42326
H 3.03970 -4.20645 -2.34079
H 4.18331 -1.96505 -2.26294
H 3.53814 -2.46754 -0.73306
H 4.22355 0.03239 -2.20231
H 4.66886 2.37067 -2.58802
C -0.91756 -1.86130 6.83251
C -0.03913 -1.75795 5.65497
C 0.26372 -0.46452 5.23426
C 1.02011 -0.22487 4.11496
C 1.44979 -1.31228 3.34103
C 1.34678 -2.56654 3.87186
C 0.62742 -2.81376 5.04905
S 2.13401 -0.93574 1.73949
O 2.17318 0.48281 1.55389
O 3.40610 -1.60015 1.50693
O 1.03353 -1.57682 0.84237
H -1.73975 -1.15139 6.91998
H -0.21569 -1.65058 7.78231
H -1.35642 -2.84204 6.97534
H -0.09173 0.39998 5.83155
H 1.38480 0.75984 3.83838
H 1.67116 -3.37959 3.26656
H 0.51196 -3.83009 5.41784

(4)
115
Properties=species:S:1:pos:R:3 method="wB97M-V/def2-TZVPD" total_energy_ha=-58466.96671 total_charge=0 orbital_gap_ev=8.36 smiles=C[C@H](F)[C@@](I)(C#N)[C@@H](C#N)B(O)N(C)C.BrCCBr.BrCCBr.BrCCBr.BrCCBr.BrCCBr.BrCCBr.BrCCBr.BrCCBr.BrCCBr.BrCCBr.BrCCBr homo_energy_ev=-9.0
C -2.09425 -2.79976 0.22863
C -1.02992 -3.16120 -0.78844
F -1.04021 -4.51754 -1.00931
C 0.37784 -2.58899 -0.52883
I 1.85909 -3.66031 -1.69750
C 0.36409 -1.22547 -1.10294
N 0.23933 -0.12393 -1.44277
C 0.88031 -2.46950 0.93397
C 0.29180 -1.32841 1.64298
N -0.30731 -0.45111 2.10948
B 0.83967 -3.78755 1.85424
O 1.32863 -3.63308 3.14768
N 0.38304 -5.10195 1.45109
C -0.65659 -5.61915 2.34291
C 1.48975 -6.06131 1.29339
H -2.89947 -3.52710 0.13108
H -1.77309 -2.82036 1.27039
H -2.54067 -1.82403 0.03897
H -1.35914 -2.74129 -1.74244
H 1.94193 -2.20310 0.86720
H 2.20917 -3.24676 3.13302
H -0.82377 -6.68395 2.19444
H -0.40662 -5.48913 3.40594
H -1.62289 -5.13424 2.18724
H 2.38074 -5.76932 1.86235
H 1.20112 -7.06239 1.60212
H 1.75755 -6.12938 0.23664
Br -0.56572 1.58719 5.76218
C -1.59763 0.02932 6.30711
C -0.70382 -1.09351 6.75991
Br 0.12374 -1.99802 5.24766
H -2.22517 -0.24290 5.46370
H -2.22352 0.37397 7.12770
H -1.28359 -1.86019 7.27044
H 0.10017 -0.75957 7.40792
Br -3.04538 0.46764 -0.99979
C -2.21655 1.12582 0.63659
C -3.08780 2.12255 1.35495
Br -3.04607 3.87567 0.50319
H -1.24939 1.53257 0.35555
H -2.06821 0.24192 1.25178
H -2.70908 2.29014 2.36134
H -4.12993 1.82412 1.40701
Br -4.41973 -1.51237 -3.83377
C -3.60847 0.01719 -4.72327
C -3.96793 0.06346 -6.18350
Br -2.95191 -1.24283 -7.21147
H -2.53897 -0.04965 -4.55044
H -4.00242 0.88953 -4.20549
H -3.70606 1.02892 -6.61095
H -5.01746 -0.13758 -6.37060
Br 4.51108 3.17871 0.40778
C 4.95384 1.65200 1.51583
C 4.24408 0.42804 1.01634
Br 2.34613 0.45670 1.48801
H 4.69309 1.91651 2.53610
H 6.03227 1.53306 1.44383
H 4.64897 -0.46762 1.48674
H 4.29071 0.32150 -0.06463
Br 0.40638 -7.38223 -2.68510
C -0.22838 -6.13950 -4.03980
C 0.11730 -6.60615 -5.42715
Br 1.99739 -6.29655 -5.83083
H 0.19768 -5.17032 -3.80155
H -1.30740 -6.10049 -3.90550
H -0.43298 -6.03321 -6.17049
H -0.06871 -7.66439 -5.57780
Br -4.49620 9.96982 2.16252
C -2.98346 8.83193 1.70322
C -3.19832 7.41366 2.15615
Br -2.92422 7.22675 4.07435
H -2.10202 9.28726 2.14229
H -2.91191 8.87775 0.61856
H -2.46486 6.75208 1.69826
H -4.19643 7.04491 1.94351
Br -3.25952 4.41457 -10.97677
C -2.65540 2.96209 -9.83154
C -3.24119 1.64177 -10.25439
Br -5.10158 1.47437 -9.70849
H -2.91688 3.23429 -8.81397
H -1.57252 2.94823 -9.93503
H -2.72546 0.81940 -9.76074
H -3.21387 1.49072 -11.32848
Br 3.50893 1.19111 -3.05227
C 2.82960 -0.24291 -4.17782
C 3.87145 -1.30198 -4.41760
Br 5.19352 -0.72610 -5.72591
H 2.47388 0.21694 -5.09414
H 1.98426 -0.65672 -3.62942
H 3.41720 -2.19418 -4.84481
H 4.41524 -1.57014 -3.51735
Br -0.75324 7.16246 -1.41826
C 0.72956 5.99178 -1.90061
C 0.48058 4.57632 -1.45664
Br 0.76042 4.37127 0.45370
H 1.62507 6.42132 -1.46365
H 0.79454 6.04681 -2.98523
H 1.19199 3.89696 -1.92414
H -0.53035 4.23710 -1.66539
Br 9.13356 1.80109 1.62158
C 9.56204 0.25654 2.72504
C 8.85927 -0.97980 2.23437
Br 6.97637 -0.96697 2.73059
H 9.30029 0.51515 3.74586
H 10.64053 0.13749 2.64739
H 9.27346 -1.86872 2.70528
H 8.90004 -1.09374 1.15611
Br -1.89990 2.37585 9.90861
C -3.80550 2.40147 10.30225
C -4.41477 1.03567 10.14010
Br -4.65648 0.59159 8.26112
H -4.25280 3.14463 9.65023
H -3.88260 2.73346 11.33536
H -5.41215 1.00489 10.57350
H -3.80952 0.24757 10.57577

(5)
142
Properties=species:S:1:pos:R:3 method="wB97M-V/def2-TZVPD" total_energy_ha=-3365.94081 total_charge=0 orbital_gap_ev=8.87 homo_energy_ev=-9.1
C 3.73961 3.82756 2.59010
N 3.29005 5.27081 2.54468
C 1.76780 5.38825 2.38548
Si 0.96136 4.86621 4.05611
O -0.74243 5.26278 4.21805
Si -1.65216 4.92982 2.75125
C -3.30590 4.06922 3.32122
C -4.58163 4.37399 2.33467
O -5.77516 3.79074 2.62721
F -4.55479 5.25886 1.14049
H 3.76464 3.36329 3.68431
H 3.10114 3.09515 1.91811
H 4.86009 3.73077 2.19539
H 3.72721 5.73837 1.71113
H 1.56626 6.55959 2.27141
H 1.35534 4.83836 1.43744
H 1.27585 3.46115 4.34432
H 1.66358 5.64442 5.10886
H -1.89051 6.24018 2.09790
H -0.95862 4.05304 1.79437
H -3.12583 2.90097 3.34901
H -3.63397 4.37414 4.41452
C -7.57769 -0.49391 3.04832
C -7.26320 -1.68980 3.69308
C -6.25776 -1.71873 4.65903
C -5.57290 -0.54845 4.98756
C -5.89003 0.64820 4.34543
C -6.88913 0.67520 3.37281
H -8.35901 -0.47245 2.29312
H -7.80162 -2.60025 3.44194
H -6.00837 -2.65206 5.15643
H -4.79268 -0.56981 5.74381
H -5.35733 1.56044 4.60275
H -7.13213 1.60651 2.86882
C -0.59526 10.88558 4.12626
C -0.71433 9.51557 3.89462
C 0.32331 8.65454 4.25061
C 1.47711 9.16298 4.84790
C 1.59455 10.53260 5.08296
C 0.56073 11.39473 4.71845
H -1.40274 11.55672 3.84556
H -1.61629 9.11865 3.43548
H 0.23302 7.58791 4.06386
H 2.28382 8.49154 5.12987
H 2.49310 10.92846 5.54992
H 0.65488 12.46233 4.89668
C 7.31247 -1.10992 3.94660
C 7.36401 -0.18129 2.90749
C 6.19253 0.42353 2.45293
C 4.96950 0.10669 3.04483
C 4.91851 -0.81917 4.08650
C 6.08887 -1.43092 4.53480
H 8.22525 -1.58363 4.29830
H 8.31794 0.07066 2.45094
H 6.23217 1.14205 1.63876
H 4.05708 0.58159 2.69401
H 3.96553 -1.06475 4.54873
H 6.04804 -2.15628 5.34262
C 2.13845 -2.24340 -1.48769
C 2.45294 -3.43929 -0.84293
C 3.45838 -3.46822 0.12303
C 4.14324 -2.29795 0.45156
C 3.82612 -1.10129 -0.19058
C 2.82701 -1.07429 -1.16320
H 1.35714 -2.22195 -2.24289
H 1.91452 -4.34974 -1.09407
H 3.70778 -4.40155 0.62042
H 4.92346 -2.31930 1.20780
H 4.35882 -0.18906 0.06674
H 2.58401 -0.14298 -1.66718
C -1.01369 -4.03641 -3.15507
C -1.37329 -3.69304 -1.85217
C -2.62007 -4.06580 -1.35078
C -3.50419 -4.79126 -2.14987
C -3.14302 -5.13786 -3.45153
C -1.89990 -4.75702 -3.95606
H -0.04328 -3.74276 -3.54664
H -0.68156 -3.13370 -1.22724
H -2.90262 -3.79230 -0.33783
H -4.47391 -5.08608 -1.75764
H -3.83150 -5.70462 -4.07357
H -1.62108 -5.02245 -4.97203
C 7.15527 -2.17872 -1.79235
C 7.78957 -2.35319 -3.02198
C 9.17544 -2.49802 -3.07833
C 9.92671 -2.47824 -1.90286
C 9.29194 -2.30753 -0.67290
C 7.90699 -2.15338 -0.61740
H 6.07552 -2.06246 -1.74914
H 7.20337 -2.37548 -3.93728
H 9.67006 -2.62722 -4.03717
H 11.00624 -2.59600 -1.94615
H 9.87740 -2.29377 0.24318
H 7.41340 -2.01488 0.34050
C -5.37287 1.94309 -0.95291
C -6.20033 2.91098 -0.38435
C -7.58629 2.77239 -0.45309
C -8.14518 1.65970 -1.08244
C -7.31760 0.68992 -1.64771
C -5.93169 0.83325 -1.58709
H -4.29280 2.05318 -0.90213
H -5.76468 3.77450 0.11205
H -8.23082 3.53010 -0.01586
H -9.22520 1.54905 -1.13182
H -7.75330 -0.17795 -2.13669
H -5.28734 0.08033 -2.03240
C 12.55427 -6.56214 -6.08929
C 11.25441 -7.05201 -6.21235
C 10.27586 -6.67376 -5.29356
C 10.59523 -5.79692 -4.25641
C 11.89424 -5.30411 -4.13561
C 12.87504 -5.68971 -5.04900
H 13.31746 -6.85984 -6.80355
H 11.00397 -7.72984 -7.02458
H 9.26476 -7.06092 -5.38579
H 9.83159 -5.49818 -3.54317
H 12.14255 -4.61951 -3.32825
H 13.88826 -5.30992 -4.95133
C -10.43906 4.37029 1.79222
C -11.26652 5.33817 2.36078
C -12.65248 5.19958 2.29204
C -13.21137 4.08689 1.66269
C -12.38379 3.11712 1.09742
C -10.99788 3.26044 1.15804
H -9.35899 4.48037 1.84300
H -10.83087 6.20169 2.85718
H -13.29701 5.95729 2.72927
H -14.29139 3.97624 1.61331
H -12.81949 2.24924 0.60844
H -10.35353 2.50752 0.71273
C -3.26659 -7.36538 -6.97067
C -3.35118 -7.37651 -8.36261
C -2.57291 -8.26648 -9.10225
C -1.71649 -9.15298 -8.44867
C -1.63473 -9.14437 -7.05651
C -2.40615 -8.24800 -6.31734
H -3.87076 -6.66930 -6.39474
H -4.02365 -6.69041 -8.87146
H -2.63408 -8.27030 -10.18713
H -1.11353 -9.84996 -9.02467
H -0.96848 -9.83641 -6.54726
H -2.33810 -8.23780 -5.23306

(6)
13
Properties=species:S:1:pos:R:3 method="wB97M-V/def2-TZVPD" total_energy_ha=-646.46262 total_charge=0 relative_energy_kcal_mol=156.5 orbital_gap_ev=9.21 homo_energy_ev=-8.9
C -1.61252 0.61680 0.32919
C -0.17788 0.66257 -0.28497
C 2.70529 -0.80778 0.23648
H -3.32893 -0.55717 -1.18340
H -1.59866 0.56329 1.42292
H -2.33753 1.37506 -0.02117
H 0.18563 1.66603 -0.44410
H -0.26613 0.08172 -1.28902
H 3.58122 -1.03086 -0.35639
H 2.73153 -0.78970 1.74052
N 1.67406 -0.55404 -0.60825
O 0.68873 -0.12723 0.40610
S -2.24482 -1.09868 0.05208

(7)
13
Properties=species:S:1:pos:R:3 method="wB97M-V/def2-TZVPD" total_energy_ha=-323.69242 total_charge=0 relative_energy_kcal_mol=55.6 orbital_gap_ev=9.94 smiles="N[C@@H](C=O)CO" homo_energy_ev=-9.2
O 1.54588 -1.20429 1.66662
C 0.40636 -0.91758 1.45189
C 0.03340 0.28859 0.54731
C 0.38280 -0.22776 -0.90923
O 0.68642 0.99246 -1.60090
N -1.40109 0.53139 0.45283
H -0.46865 -1.38845 1.96461
H 0.56270 1.16140 0.90954
H -0.40460 -0.93158 -1.11528
H 1.29274 -0.82065 -0.91958
H 0.86931 0.83095 -2.53089
H -1.67228 1.50480 0.46833
H -1.83302 0.18072 -0.38524

(8)
10
Properties=species:S:1:pos:R:3 method="wB97M-V/def2-TZVPD" total_energy_ha=-2766.49716 total_charge=0 relative_energy_kcal_mol=24.4 orbital_gap_ev=10.96 smiles=C[C@]1(Br)CO1 homo_energy_ev=-10.1
C 0.05744 1.22995 -1.08984
C -0.53421 0.68877 0.12067
C -0.33029 -0.51622 0.96416
O 0.29271 1.75655 0.20385
Br -2.40460 1.23316 0.22591
H 0.97181 0.84149 -1.40684
H -0.38661 1.72644 -1.97223
H 0.11361 -0.08804 1.90074
H 0.52860 -1.13143 0.50351
H -1.16943 -1.20818 1.06919